Density functional theory data (ωB97M-V/def2-TZVPD) for a 6-piece molecular cluster, C18H36Cl4O12 overall.

## Properties
Structure (SMILES) ... CCOC(=O)OC.CCOC(=O)OC.CCOC(=O)OC.CCOC(=O)OC.ClCCl.ClCCl
E_tot ... -3451.00091 hartree
Gap between HOMO and LUMO ... 10.9107 eV
Spin multiplicity ... 1
Relative energy (zero: lowest compared OMol25 entry of this formula, charge and spin) ... 85.2 kcal/mol

XYZ file:
```
70
Properties=species:S:1:pos:R:3:lowdin_charge:R:1
C -2.30 8.79 14.05 -0.053
C -2.91 9.32 15.34 -0.278
O -4.21 9.07 15.69 0.005
C -4.68 7.80 16.06 -0.485
O -3.96 6.89 16.51 0.096
O -5.99 7.77 16.01 0.001
C -6.70 6.60 16.11 -0.063
H -1.50 8.09 14.31 0.073
H -1.81 9.60 13.52 0.071
H -3.03 8.27 13.42 0.082
H -2.85 10.40 15.21 0.118
H -2.35 9.09 16.25 0.124
H -6.23 5.77 15.58 0.107
H -7.66 6.88 15.67 0.099
H -6.93 6.38 17.16 0.102
C -7.18 9.09 2.55 -0.070
C -8.52 9.60 3.04 -0.218
O -9.57 9.26 2.14 0.063
C -10.81 9.36 2.57 -0.606
O -11.24 9.70 3.68 0.095
O -11.60 9.14 1.55 -0.005
C -12.96 9.59 1.35 -0.012
H -6.52 9.11 3.42 0.077
H -6.75 9.75 1.79 0.074
H -7.16 8.07 2.18 0.081
H -8.46 10.64 3.39 0.130
H -8.61 9.08 4.00 0.118
H -13.60 9.01 0.70 0.087
H -12.98 10.59 0.91 0.095
H -13.43 9.46 2.32 0.091
C 7.56 16.93 0.88 -0.059
C 6.61 16.52 2.06 -0.197
O 6.14 15.17 1.96 0.031
C 5.92 14.48 3.08 -0.519
O 5.80 14.86 4.25 0.103
O 5.81 13.19 2.62 -0.043
C 5.67 12.12 3.49 -0.065
H 6.88 17.10 0.05 0.065
H 8.33 16.20 0.63 0.075
H 8.04 17.91 0.98 0.072
H 5.75 17.18 2.02 0.122
H 7.20 16.71 2.96 0.118
H 6.69 11.87 3.77 0.106
H 5.02 11.44 2.94 0.100
H 5.07 12.44 4.34 0.091
C -8.21 15.95 0.12 -0.060
C -7.74 15.30 1.47 -0.172
O -6.36 15.69 1.75 -0.024
C -5.26 15.03 1.23 -0.507
O -5.39 14.04 0.50 0.093
O -4.19 15.84 1.42 -0.016
C -2.88 15.38 1.14 -0.043
H -7.75 16.90 -0.15 0.079
H -9.29 16.04 0.25 0.068
H -8.06 15.29 -0.73 0.068
H -8.03 14.26 1.58 0.119
H -8.17 15.88 2.29 0.113
H -2.55 14.90 2.05 0.094
H -2.28 16.27 0.97 0.094
H -2.76 14.69 0.30 0.095
Cl -1.16 1.64 9.04 0.455
C -2.45 2.84 8.62 -1.001
Cl -2.11 4.39 9.40 0.496
H -2.43 3.01 7.55 0.023
H -3.40 2.43 8.95 0.027
Cl 0.96 10.48 7.87 0.490
C -0.22 10.10 6.59 -0.962
Cl -1.00 11.63 5.91 0.429
H 0.38 9.77 5.75 0.005
H -0.91 9.26 6.73 0.039
```

Density functional theory data (ωB97M-V/def2-TZVPD) for C18H36CrN4O5S as an isolated structure.

## Properties
E_tot ... -2744.26400 hartree
Charge ... +3
Gap between HOMO and LUMO (spin up / spin down) ... 6.3058 / 6.9843 eV
Spin multiplicity ... 2
Relative energy (zero: lowest compared OMol25 entry of this formula, charge and spin) ... 27.1 kcal/mol
Expectation value of S² ... 0.7554

XYZ file:
```
65
Properties=species:S:1:pos:R:3:mulliken_spin:R:1
Cr 0.05 -0.26 0.02 1.092
C -1.53 0.38 2.23 0.000
C -2.45 0.50 0.99 -0.001
O -1.89 -0.29 -0.10 -0.006
C -2.32 -0.11 -1.49 -0.004
C -1.17 0.38 -2.41 0.006
O 0.12 -0.01 -1.82 -0.017
C 1.41 0.52 -2.28 -0.002
C 2.25 1.05 -1.09 0.001
O 1.92 0.27 0.10 -0.003
C 2.22 0.73 1.46 -0.003
C 0.95 1.09 2.25 0.005
O -0.12 0.17 1.84 -0.023
H -1.79 -0.49 2.83 -0.001
H -1.61 1.27 2.85 0.000
H -2.54 1.53 0.66 0.002
H -3.44 0.10 1.24 0.000
H -3.14 0.61 -1.53 0.000
H -2.69 -1.08 -1.81 0.000
H -1.16 1.46 -2.54 0.000
H -1.26 -0.10 -3.39 -0.001
H 1.24 1.32 -3.00 -0.001
H 1.91 -0.31 -2.78 -0.001
H 2.05 2.10 -0.88 0.003
H 3.31 0.92 -1.32 -0.001
H 2.90 1.59 1.43 -0.001
H 2.75 -0.10 1.92 -0.001
H 0.59 2.09 2.03 0.001
H 1.14 0.97 3.32 -0.001
O -0.32 1.94 -0.05 -0.004
S -0.34 3.24 -0.89 0.001
C 0.65 4.50 -0.03 0.001
C -0.17 5.81 -0.05 0.000
C -1.46 5.56 -0.85 0.000
C -1.88 4.12 -0.56 0.000
H 1.61 4.58 -0.54 0.000
H 0.81 4.13 0.98 0.000
H 0.41 6.62 -0.49 0.000
H -0.41 6.10 0.97 0.000
H -1.30 5.70 -1.92 0.000
H -2.26 6.25 -0.56 0.000
H -2.67 3.75 -1.21 0.000
H -2.14 3.98 0.49 0.000
C 1.49 -2.60 1.10 0.017
N 1.66 -4.01 1.17 0.001
C 1.95 -4.55 -0.16 0.000
N 0.82 -4.28 -1.06 -0.005
C 0.63 -2.88 -1.20 0.012
N 0.31 -2.21 0.17 -0.084
C -0.92 -2.97 0.72 0.019
N -0.68 -4.37 0.81 0.003
C 0.45 -4.64 1.70 -0.001
C -0.39 -4.91 -0.52 0.000
H 2.38 -2.13 0.68 -0.002
H 1.26 -2.19 2.08 0.001
H 2.11 -5.62 -0.09 0.000
H 2.86 -4.09 -0.56 0.000
H -0.22 -2.68 -1.86 -0.002
H 1.54 -2.41 -1.58 0.001
H -1.76 -2.77 0.05 -0.002
H -1.13 -2.56 1.71 0.003
H 0.61 -5.71 1.78 0.000
H 0.24 -4.24 2.70 0.000
H -1.23 -4.73 -1.19 0.000
H -0.23 -5.99 -0.45 0.000
```